Record 1
{
  "formula": "C11H22NO7PS2",
  "method": "the ωB97M-V functional and the def2-TZVPD basis",
  "symbols": ["C", "C", "C", "O", "C", "C", "C", "C", "S", "O", "S", "O", "O", "O", "C", "C", "C", "C", "N", "O", "P", "O", "H", "H", "H", "H", "H", "H", "H", "H", "H", "H", "H", "H", "H", "H", "H", "H", "H", "H", "H", "H", "H", "H"],
  "xyz": [[1.959, -1.217, 2.976], [1.706, -1.919, 1.646], [1.652, -0.953, 0.485], [0.462, -0.165, 0.616], [-0.025, 0.438, -0.517], [1.040, 1.192, -1.303], [1.658, 2.320, -0.464], [3.125, 2.533, -0.816], [4.005, 3.588, 0.373], [-0.989, 1.423, -0.003], [-2.015, 1.832, -1.139], [-3.327, 1.633, -0.631], [-1.646, 3.061, -1.734], [-1.629, 0.657, -2.153], [-0.994, -0.416, -1.391], [-2.105, -1.243, -0.693], [-2.102, -1.428, 0.840], [-3.565, -1.582, 1.240], [-4.187, -0.477, 1.842], [-4.168, -2.599, 0.996], [-0.231, -1.517, -2.651], [0.753, -0.934, -3.579], [1.896, -1.918, 3.808], [2.964, -0.789, 2.987], [1.249, -0.406, 3.138], [2.523, -2.617, 1.441], [0.795, -2.519, 1.683], [1.687, -1.481, -0.472], [2.524, -0.291, 0.517], [0.595, 1.596, -2.210], [1.802, 0.492, -1.648], [1.108, 3.240, -0.665], [1.574, 2.105, 0.603], [3.652, 1.577, -0.794], [3.229, 2.947, -1.819], [2.936, 4.287, 0.775], [-3.053, -0.810, -1.003], [-2.101, -2.252, -1.121], [-1.649, -0.587, 1.352], [-1.591, -2.350, 1.113], [-4.862, -0.019, 1.242], [-3.519, 0.207, 2.172], [-1.378, -2.090, -3.223], [0.243, -2.545, -1.813]],
  "largest_force_ha_per_bohr": 0.01166,
  "smiles": "CCCO[C@]1(CCCS)OS(=O)(=O)O[C@@]1(CCC(N)=O)[PH2]=O",
  "total_energy_ev": -58545.1899
}

Record 2
{
  "formula": "C25H77N13O12",
  "method": "the ωB97M-V functional and the def2-TZVPD basis",
  "symbols": ["C", "C", "C", "O", "C", "N", "H", "H", "H", "H", "H", "H", "H", "H", "H", "H", "H", "C", "C", "C", "O", "C", "N", "H", "H", "H", "H", "H", "H", "H", "H", "H", "H", "H", "C", "C", "C", "O", "C", "N", "H", "H", "H", "H", "H", "H", "H", "H", "H", "H", "H", "C", "C", "O", "H", "H", "H", "H", "H", "H", "C", "C", "O", "H", "H", "H", "H", "H", "H", "C", "C", "O", "H", "H", "H", "H", "H", "H", "C", "C", "O", "H", "H", "H", "H", "H", "H", "C", "O", "N", "N", "H", "H", "H", "H", "C", "O", "N", "N", "H", "H", "H", "H", "C", "O", "N", "N", "H", "H", "H", "H", "C", "O", "N", "N", "H", "H", "H", "H", "C", "O", "N", "N", "H", "H", "H", "H"],
  "xyz": [[-1.042, -3.861, -3.642], [-1.400, -2.711, -4.560], [-2.924, -2.517, -4.563], [-3.349, -1.546, -5.461], [-4.776, -1.310, -5.617], [-0.667, -1.518, -4.073], [-1.162, -4.832, -4.120], [-1.451, -3.762, -2.636], [0.016, -3.889, -3.382], [-1.183, -2.894, -5.613], [-3.315, -2.313, -3.566], [-3.294, -3.492, -4.880], [-5.051, -0.517, -6.312], [-5.184, -0.932, -4.679], [-5.239, -2.236, -5.959], [-0.947, -1.362, -3.116], [-1.027, -0.695, -4.535], [3.554, 4.626, 4.241], [3.609, 3.383, 5.153], [4.474, 2.309, 4.475], [4.038, 1.905, 3.201], [2.650, 1.515, 3.053], [4.183, 3.819, 6.456], [2.987, 5.503, 4.551], [3.060, 4.304, 3.323], [4.576, 4.982, 4.116], [2.590, 3.001, 5.221], [4.593, 1.418, 5.091], [5.520, 2.594, 4.590], [2.398, 0.641, 3.654], [2.405, 1.396, 1.997], [2.070, 2.407, 3.290], [5.122, 4.179, 6.359], [4.237, 3.203, 7.255], [-3.780, -2.140, -0.401], [-3.545, -1.861, 1.097], [-4.764, -1.148, 1.754], [-4.811, 0.274, 1.622], [-5.942, 0.823, 2.232], [-3.223, -3.140, 1.790], [-4.166, -1.222, -0.844], [-4.517, -2.900, -0.662], [-2.829, -2.321, -0.902], [-2.701, -1.175, 1.177], [-4.768, -1.440, 2.804], [-5.688, -1.515, 1.307], [-5.967, 1.913, 2.220], [-6.150, 0.349, 3.191], [-6.717, 0.504, 1.535], [-3.865, -3.858, 1.487], [-2.333, -3.415, 1.398], [-0.827, 1.734, 3.343], [-1.944, 0.869, 2.868], [-2.696, 1.717, 1.969], [-0.267, 1.315, 4.179], [-1.198, 2.732, 3.573], [-0.229, 1.948, 2.457], [-2.535, 0.519, 3.714], [-1.558, 0.040, 2.274], [-3.517, 1.257, 1.780], [4.366, -2.776, -0.691], [4.608, -1.246, -0.809], [4.531, -0.464, 0.472], [4.355, -3.184, -1.701], [3.423, -2.813, -0.146], [5.102, -3.299, -0.080], [3.985, -0.653, -1.478], [5.653, -1.114, -1.091], [3.731, -0.758, 0.915], [0.040, -2.946, 4.757], [0.449, -2.767, 3.282], [1.929, -2.548, 3.226], [0.185, -2.143, 5.479], [0.677, -3.764, 5.095], [-0.984, -3.295, 4.891], [-0.037, -1.862, 2.918], [0.080, -3.616, 2.707], [2.128, -2.353, 2.307], [1.285, 4.586, 0.746], [1.125, 4.664, -0.752], [-0.041, 5.554, -0.911], [1.253, 5.582, 1.188], [2.175, 4.017, 1.016], [0.569, 4.048, 1.368], [0.835, 3.737, -1.246], [2.027, 5.077, -1.205], [-0.579, 5.274, -1.656], [4.275, 2.488, -1.560], [3.776, 1.767, -2.377], [4.518, 3.791, -1.737], [4.617, 2.212, -0.388], [4.232, 4.126, -2.646], [5.086, 4.337, -1.105], [4.901, 2.973, 0.212], [4.536, 1.258, -0.067], [0.874, -0.550, -0.225], [1.570, -1.274, 0.475], [1.181, 0.632, -0.706], [-0.410, -0.871, -0.271], [2.175, 0.810, -0.729], [0.488, 1.060, -1.302], [-1.096, -0.531, -0.929], [-0.583, -1.817, 0.037], [0.949, 1.604, -4.491], [0.021, 1.621, -5.321], [1.452, 0.497, -3.959], [1.618, 2.646, -4.069], [2.177, 0.557, -3.258], [0.751, -0.222, -3.853], [1.495, 3.498, -4.598], [2.493, 2.456, -3.602], [-0.912, -4.938, -0.298], [-1.009, -3.867, 0.226], [-1.822, -5.855, -0.154], [0.225, -5.426, -0.823], [-2.625, -5.633, 0.417], [-1.671, -6.817, -0.421], [1.030, -4.815, -0.823], [0.144, -6.267, -1.376], [-2.883, 0.925, -2.937], [-1.727, 0.800, -2.520], [-3.949, 1.216, -2.253], [-3.192, 0.975, -4.146], [-3.842, 1.347, -1.257], [-4.650, 1.675, -2.817], [-4.164, 1.096, -4.390], [-2.453, 0.923, -4.833]],
  "relative_energy_kcal_mol": 55.6,
  "largest_force_ha_per_bohr": 0.14512,
  "smiles": "COC[C@H](C)N.COC[C@H](C)N.COC[C@H](C)N.NC(N)=O.NC(N)=O.NC(N)=O.NC(N)=O.NC(N)=O.CCO.CCO.CCO.CCO",
  "total_energy_ev": -71115.1380
}

Record 3
{
  "formula": "C5H9N2",
  "method": "the ωB97M-V functional and the def2-TZVPD basis",
  "symbols": ["C", "C", "C", "C", "C", "N", "N", "H", "H", "H", "H", "H", "H", "H", "H", "H"],
  "xyz": [[-1.563, -0.109, -0.614], [0.757, -1.013, -0.125], [-1.562, -0.705, 0.691], [0.575, 0.428, 0.540], [1.279, 1.650, -0.101], [-0.622, -1.365, -0.345], [-0.917, 0.553, 0.525], [-2.122, 0.197, -1.551], [1.273, -0.942, -1.139], [1.310, -1.742, 0.404], [-2.651, -1.129, 2.087], [0.842, 0.506, 1.609], [0.665, 2.074, -0.833], [2.190, 1.428, -0.741], [1.424, 2.387, 0.615], [-0.877, -2.219, -1.021]],
  "relative_energy_kcal_mol": 197.2,
  "largest_force_ha_per_bohr": 0.09043,
  "total_charge": 1,
  "total_energy_ev": -8297.1823
}

Record 4
{
  "formula": "C13H19Cl2NO2",
  "method": "the ωB97M-V functional and the def2-TZVPD basis",
  "symbols": ["C", "H", "H", "H", "C", "N", "H", "C", "H", "C", "O", "H", "C", "O", "C", "C", "C", "C", "C", "C", "Cl", "H", "H", "Cl", "H", "H", "H", "H", "H", "C", "H", "H", "H", "C", "H", "H", "H"],
  "xyz": [[1.047, 2.463, 0.650], [0.911, 1.728, 1.569], [0.094, 2.910, 0.659], [1.809, 3.083, 0.704], [0.837, 1.685, -0.716], [-0.137, 0.910, -0.717], [-0.003, 0.392, 0.125], [-0.552, -0.042, -1.977], [0.168, -0.849, -2.198], [-1.940, -0.541, -1.667], [-2.531, 0.186, -1.009], [-2.056, 0.890, -0.694], [-2.089, -1.920, -1.118], [-0.659, -2.425, -0.405], [-0.667, -2.007, 0.805], [-1.350, -1.076, 1.608], [-1.191, -0.709, 3.008], [0.089, -1.153, 3.526], [0.920, -2.188, 2.805], [0.762, -2.356, 1.492], [1.679, -3.353, 0.484], [2.060, -2.307, 3.162], [0.388, -1.020, 4.504], [-2.059, 0.217, 3.798], [-2.454, -1.062, 1.000], [-1.910, -2.768, -1.914], [-2.909, -2.013, -0.482], [-2.334, -0.772, -2.718], [-0.390, 0.798, -2.765], [1.091, 2.617, -1.851], [0.114, 2.938, -2.073], [1.193, 2.027, -2.921], [1.848, 3.310, -1.755], [2.260, 0.878, -0.708], [2.382, 0.242, -1.623], [3.360, 1.262, -0.681], [2.220, 0.025, 0.091]],
  "relative_energy_kcal_mol": 250.8,
  "largest_force_ha_per_bohr": 0.35432,
  "smiles": "CC(C)(C)NC[C@H](O)COc1cc(Cl)ccc1Cl",
  "total_energy_ev": -44408.2686
}

What did the fourth record say?
{
  "formula": "C13H19Cl2NO2",
  "method": "the ωB97M-V functional and the def2-TZVPD basis",
  "symbols": ["C", "H", "H", "H", "C", "N", "H", "C", "H", "C", "O", "H", "C", "O", "C", "C", "C", "C", "C", "C", "Cl", "H", "H", "Cl", "H", "H", "H", "H", "H", "C", "H", "H", "H", "C", "H", "H", "H"],
  "xyz": [[1.047, 2.463, 0.650], [0.911, 1.728, 1.569], [0.094, 2.910, 0.659], [1.809, 3.083, 0.704], [0.837, 1.685, -0.716], [-0.137, 0.910, -0.717], [-0.003, 0.392, 0.125], [-0.552, -0.042, -1.977], [0.168, -0.849, -2.198], [-1.940, -0.541, -1.667], [-2.531, 0.186, -1.009], [-2.056, 0.890, -0.694], [-2.089, -1.920, -1.118], [-0.659, -2.425, -0.405], [-0.667, -2.007, 0.805], [-1.350, -1.076, 1.608], [-1.191, -0.709, 3.008], [0.089, -1.153, 3.526], [0.920, -2.188, 2.805], [0.762, -2.356, 1.492], [1.679, -3.353, 0.484], [2.060, -2.307, 3.162], [0.388, -1.020, 4.504], [-2.059, 0.217, 3.798], [-2.454, -1.062, 1.000], [-1.910, -2.768, -1.914], [-2.909, -2.013, -0.482], [-2.334, -0.772, -2.718], [-0.390, 0.798, -2.765], [1.091, 2.617, -1.851], [0.114, 2.938, -2.073], [1.193, 2.027, -2.921], [1.848, 3.310, -1.755], [2.260, 0.878, -0.708], [2.382, 0.242, -1.623], [3.360, 1.262, -0.681], [2.220, 0.025, 0.091]],
  "relative_energy_kcal_mol": 250.8,
  "largest_force_ha_per_bohr": 0.35432,
  "smiles": "CC(C)(C)NC[C@H](O)COc1cc(Cl)ccc1Cl",
  "total_energy_ev": -44408.2686
}